one:
C5H6Cl2 | ωB97M-V/def2-TZVPD

The value obtained for the gap between HOMO and LUMO (spin up / spin down) is 0.320 / 0.299 Ha. For the molar mass, the calculation gives 137.0 g mol⁻¹. Its net charge is 0.

Each line ends with the Mulliken charge.
Cartesian coordinates (Å):
1 C 1.69260 1.05539 -0.28542  -0.62
2 C -1.34085 0.68340 0.03605  -0.62
3 C 1.05285 0.00699 -0.00362  0.33
4 C -2.60720 0.27477 0.00970  0.50
5 C 1.23557 -1.42204 0.21511  -0.68
6 Cl -2.84049 -1.40738 -0.07327  -0.18
7 Cl -4.01082 1.23576 0.06535  -0.17
8 H 2.80617 1.30050 -0.25873  0.27
9 H 1.14160 1.99917 -0.44832  0.21
10 H -0.91986 1.60485 0.26383  0.25
11 H 2.26802 -1.63235 -0.32506  0.28
12 H 0.32366 -1.82977 -0.45185  0.19
13 H 1.19876 -1.86929 1.25624  0.24

***

two:
C5H6Cl2 | ωB97M-V/def2-TZVPD

The SMILES is C=C/C(=C/Cl)CCl. The value obtained for the gap between HOMO and LUMO is 0.347 Ha. For the molar mass, the calculation gives 137.0 g mol⁻¹. Its net charge is 0.

Each line ends with the Mulliken charge.
Cartesian coordinates (Å):
1 C -1.87571 -0.36669 0.78342  -1.09
2 C -0.96527 0.49936 0.26432  -0.08
3 C 0.42514 -0.00689 -0.08703  0.28
4 C 0.42739 -1.26295 -0.65974  -0.35
5 Cl 2.02975 -1.74408 -1.42648  -0.23
6 C 1.44717 0.91080 0.02363  -0.63
7 Cl 0.97651 1.99591 -1.30122  -0.16
8 H -2.82206 -0.29860 1.03840  0.39
9 H -1.65824 -1.24961 1.30026  0.34
10 H -1.16653 1.52500 0.08460  0.36
11 H -0.52912 -1.88513 -0.95882  0.35
12 H 1.36300 1.45608 0.89568  0.29
13 H 2.34796 0.42679 0.04298  0.54

***

three:
C5H6Cl2 | ωB97M-V/def2-TZVPD

The SMILES is C=C[C@@]1(Cl)C[C@@H]1Cl. The value obtained for the gap between HOMO and LUMO is 0.357 Ha. For the molar mass, the calculation gives 137.0 g mol⁻¹. Its net charge is 0.

Each line ends with the Mulliken charge.
Cartesian coordinates (Å):
1 C -1.85187 -0.34259 1.21958  -0.69
2 C -1.12025 -0.74920 0.21974  -0.27
3 C 0.24114 -0.24712 -0.19783  0.27
4 Cl 1.51013 -1.96756 -0.73093  -0.28
5 C 0.62231 0.77231 -1.20801  -0.46
6 C 1.22897 0.84614 0.15305  -0.22
7 Cl 2.96593 0.61900 0.25622  -0.14
8 H -2.81046 -0.82019 1.35613  0.26
9 H -1.61902 0.27919 2.10324  0.26
10 H -1.29504 -1.60948 -0.39185  0.34
11 H -0.07007 1.45663 -1.63856  0.27
12 H 1.28441 0.16227 -1.95564  0.27
13 H 0.91381 1.60059 0.81485  0.38

***

Most stable: two

***

one:
C3H3O4S | ωB97M-V/def2-TZVPD

The SMILES is O=C(O)O/C([S-])=C\O. The value obtained for the gap between HOMO and LUMO is 0.221 Ha. For the molar mass, the calculation gives 135.1 g mol⁻¹. Its net charge is -1.

Each line ends with the Mulliken charge.
Cartesian coordinates (Å):
1 O -2.60569 0.95669 0.65220  -0.63
2 C -1.60959 0.44768 0.17200  0.73
3 O -1.43726 0.48194 -1.15468  -0.45
4 O -0.62401 -0.13497 0.91314  -0.47
5 C 0.65611 -1.01316 0.33707  0.27
6 S 0.39819 -2.57165 0.18394  -0.51
7 C 1.75259 -0.32824 -0.07157  -0.48
8 O 1.93248 1.03286 0.24916  -0.56
9 H -2.20018 0.82276 -1.71494  0.33
10 H 2.62747 -0.82251 -0.30222  0.43
11 H 1.10990 1.12859 0.73589  0.35

***

two:
C3H3O4S | ωB97M-V/def2-TZVPD

The value obtained for the gap between HOMO and LUMO is 0.247 Ha. For the molar mass, the calculation gives 135.1 g mol⁻¹. Its net charge is -1.

Each line ends with the Mulliken charge.
Cartesian coordinates (Å):
1 C -0.36999 1.61737 -0.05201  0.59
2 C -1.49780 1.58689 0.77438  -0.11
3 C 0.53948 0.31694 -0.08456  -0.19
4 O -2.58633 1.00219 0.97757  -0.31
5 O 0.10314 2.68534 -0.45554  -0.67
6 O 0.21503 -0.70048 0.88289  -0.55
7 O -4.67978 -0.54598 -0.03953  -0.56
8 S -3.34867 0.00599 -0.38776  0.07
9 H 0.39635 -0.27381 -0.99691  0.23
10 H 1.62798 0.78614 0.00583  0.21
11 H -0.71160 -0.84791 1.16039  0.30

***

three:
C3H3O4S | ωB97M-V/def2-TZVPD

The value obtained for the gap between HOMO and LUMO is 0.269 Ha. For the molar mass, the calculation gives 135.1 g mol⁻¹. Its net charge is -1.

Each line ends with the Mulliken charge.
Cartesian coordinates (Å):
1 C -0.02045 0.49684 -0.59793  0.71
2 C -0.89133 1.03353 0.40920  0.38
3 C 1.28154 -0.21312 -0.02103  -0.85
4 O -1.47917 0.14970 1.14759  -0.32
5 O -0.00835 0.72094 -1.79451  -0.70
6 O -1.20145 2.38776 0.42803  -0.68
7 O -0.95459 -2.38915 0.19879  -0.57
8 S -1.58600 -1.08639 -0.13235  0.24
9 H 2.03839 -0.45971 -0.91418  0.21
10 H 1.74132 0.50073 0.73862  0.28
11 H 1.08008 -1.14115 0.53776  0.30

***

Most stable: one

***

one:
C4H11NO | ωB97M-V/def2-TZVPD

The value obtained for the gap between HOMO and LUMO (spin up / spin down) is 0.085 / 0.236 Ha. Its expectation value of S² is 0.7538. Its multiplicity is 2. For the molar mass, the calculation gives 89.1 g mol⁻¹. Its net charge is -1.

Each line ends with the Mulliken spin population.
Cartesian coordinates (Å):
1 C 1.81267 -1.21424 0.78941  0.27
2 C 0.81378 -2.19741 0.15158  0.07
3 N 0.07118 -1.55513 -0.94512  -0.01
4 H 2.04692 -0.52026 -0.02138  -0.04
5 H 2.69881 -1.69629 1.19255  -0.08
6 H 1.32551 -0.67352 1.59969  -0.01
7 H 0.13383 -2.57418 0.92670  -0.04
8 H 1.38730 -3.03229 -0.26108  -0.04
9 H -0.33015 -0.68435 -0.60266  -0.02
10 H -0.71756 -2.16397 -1.10920  0.00
11 C -0.75912 3.07725 -0.77515  0.34
12 C -1.71538 2.27333 -0.14233  0.40
13 O -1.74260 0.86206 -0.24084  0.03
14 H -0.80572 4.15046 -0.65299  0.04
15 H 0.25413 2.64791 -0.87603  0.09
16 H -2.57287 2.75358 0.33005  0.01
17 H -1.90072 0.54704 0.63680  -0.01

***

two:
C4H11NO | ωB97M-V/def2-TZVPD

The value obtained for the gap between HOMO and LUMO (spin up / spin down) is 0.102 / 0.357 Ha. Its expectation value of S² is 0.7511. Its multiplicity is 2. For the molar mass, the calculation gives 89.1 g mol⁻¹. Its net charge is -1.

Each line ends with the Mulliken spin population.
Cartesian coordinates (Å):
1 C -0.35130 -1.81979 1.10010  0.91
2 N -0.08136 -0.44160 0.60143  -0.68
3 C -1.22486 -0.00730 -0.24787  1.14
4 C -0.59194 0.81852 -2.45152  0.18
5 C -0.94792 1.07790 -1.16898  0.55
6 H -1.37308 -2.08572 1.38755  -0.04
7 H -0.10541 -2.46079 0.25441  0.00
8 H 0.34622 -2.04531 1.90580  -0.28
9 H -0.15537 0.16215 1.42431  -0.13
10 H -2.15609 0.12182 0.36263  -0.37
11 H -1.60397 -0.88941 -0.80253  0.19
12 H -0.17475 1.43418 -3.24566  -0.22
13 H -0.56899 -0.19219 -2.85659  0.01
14 H -1.05697 2.07799 -0.76652  -0.52
15 H 2.90028 0.85369 1.16731  -0.09
16 H 3.73486 2.10285 1.47490  -0.26
17 O 3.41066 1.29302 1.86123  0.62

***

Most stable: two